# 1
Molecular formula: C44H101KN5O18
Method: DFT, the ωB97M-V functional and the def2-TZVPD basis

Each line ends with the Mulliken charge.
Atoms and positions in Å:
K  0.373878  0.283751  -0.470083  -1.54
C  -3.384522  2.708333  -1.351482  -0.98
C  -2.333836  1.798496  -1.335377  0.17
C  -1.634654  1.608467  -2.685596  0.22
O  -0.809076  0.608790  -2.705451  -0.03
C  -1.853487  2.376926  -3.785016  -0.52
C  -2.919941  3.314692  -3.810447  -0.09
C  -3.815551  3.383309  -2.571100  0.24
O  -4.861683  4.044078  -2.721246  -0.72
O  -3.137785  4.110938  -4.665970  -0.68
O  -1.975398  1.204855  -0.275101  0.51
H  -4.026056  2.725519  -0.470047  0.32
H  -1.245291  2.061548  -4.656131  0.50
C  2.055353  -0.032565  -8.538163  -0.72
O  1.987611  -1.259910  -7.738773  -0.39
C  1.919898  -0.997784  -6.336581  0.20
C  1.661431  -2.376370  -5.749917  -0.74
N  1.446533  -2.334541  -4.291983  0.56
C  1.112938  -3.619203  -3.698926  -1.18
C  -0.100772  -3.563400  -2.787542  0.33
O  -0.253099  -4.840396  -2.175908  -0.54
C  -1.216361  -4.953465  -1.180701  0.05
H  1.260492  0.590338  -8.166785  0.29
H  1.867575  -0.331960  -9.555618  0.24
H  3.004446  0.428853  -8.361783  0.28
H  1.048230  -0.392764  -6.012713  -0.22
H  2.880743  -0.630105  -5.902274  0.38
H  2.468177  -3.119229  -5.929232  0.47
H  0.793317  -2.807064  -6.299775  0.25
H  0.799592  -1.608746  -4.106562  -0.39
H  1.853198  -4.007796  -2.997742  0.10
H  0.810106  -4.425210  -4.384107  0.38
H  -0.983575  -3.296104  -3.314240  0.69
H  0.080966  -2.765611  -2.010331  -0.21
H  -0.798851  -4.605502  -0.264424  -0.27
H  -1.477943  -6.013736  -1.143739  0.34
H  -2.032640  -4.337773  -1.477820  0.11
C  0.218038  -0.090142  3.490369  -0.91
O  1.609967  -0.342014  3.731946  -0.18
C  2.314664  0.843181  3.819200  -0.08
C  3.846202  0.606174  3.921714  -0.60
N  4.324356  0.204823  5.277111  -0.47
C  3.952944  -1.106755  5.714231  -0.98
C  3.944513  -2.280142  4.760870  0.85
O  4.339341  -3.456736  5.496733  -0.44
C  4.185038  -4.554820  4.636701  -0.66
H  -0.145985  0.754662  4.114900  0.26
H  -0.354332  -0.964955  3.679310  0.47
H  0.005211  0.223998  2.466208  0.31
H  1.929185  1.347976  4.670206  0.65
H  2.127000  1.488826  2.903394  -0.23
H  4.370210  1.547065  3.754056  0.26
H  4.194358  -0.135834  3.221413  0.22
H  5.365589  0.190451  5.200350  0.28
H  2.919684  -1.018803  6.125363  0.18
H  4.571309  -1.312458  6.587370  0.57
H  4.620942  -2.106839  3.916914  0.22
H  2.964636  -2.413129  4.218313  -0.44
H  5.008805  -4.677333  3.882431  0.25
H  3.254156  -4.544211  4.191833  0.30
H  4.354018  -5.385577  5.290538  0.28
C  -1.546148  -2.155183  1.124804  0.34
O  -0.281728  -2.103693  0.633884  1.92
C  0.701462  -2.831716  1.401223  -0.74
C  2.027523  -2.913916  0.691201  -1.16
N  2.773164  -1.632613  0.710236  0.89
C  3.895264  -1.665688  -0.198152  -1.49
C  3.650586  -1.154356  -1.610051  0.23
O  3.202789  0.156813  -1.432907  0.26
C  2.975464  0.826284  -2.609521  -0.58
H  -1.619382  -1.646572  2.081943  -1.43
H  -1.879092  -3.115215  1.247643  0.97
H  -2.158311  -1.648852  0.407121  -0.46
H  0.322674  -3.874716  1.513113  0.39
H  0.837468  -2.362678  2.360669  0.15
H  1.971908  -3.104457  -0.347468  0.03
H  2.636196  -3.692790  1.086407  0.48
H  3.030095  -1.382700  1.630109  -0.44
H  4.274967  -2.670502  -0.416724  0.42
H  4.759528  -1.146455  0.222321  0.44
H  2.948708  -1.819179  -2.203719  -0.44
H  4.547093  -1.200751  -2.200676  0.62
H  3.905837  0.879986  -3.219821  0.42
H  2.749832  1.867591  -2.427917  0.13
H  2.195874  0.279504  -3.245191  -0.11
C  5.231283  5.308746  -1.355784  -0.92
O  4.415283  4.155416  -1.297339  -0.19
C  4.947430  3.172939  -0.390606  0.36
C  4.979484  3.628762  1.106953  -0.93
N  3.588389  4.141998  1.450211  0.25
C  3.278534  4.707819  2.796675  -0.41
C  2.260335  5.763121  2.794354  -0.65
O  2.542462  6.742109  1.795177  -0.37
C  1.405743  7.459760  1.492515  -0.65
H  6.242888  5.146692  -1.728317  0.28
H  5.279693  5.653251  -0.338368  0.36
H  4.704662  6.107847  -1.938322  0.26
H  5.952887  2.836032  -0.686208  0.51
H  4.208047  2.400550  -0.520102  -0.58
H  5.820487  4.392962  1.194445  0.37
H  5.175786  2.739285  1.747357  0.21
H  3.351789  4.765775  0.724733  0.23
H  4.207774  5.090813  3.210261  0.52
H  2.844226  3.908416  3.433729  -0.01
H  2.111727  6.313518  3.732770  0.56
H  1.251338  5.314461  2.606116  0.07
H  1.488929  8.289761  0.793232  0.25
H  0.974896  7.895935  2.382052  0.33
H  0.612316  6.781258  1.124633  0.19
C  -3.855366  -1.141031  -1.680118  -0.67
O  -4.079410  -2.339607  -0.929090  0.29
C  -5.413387  -2.748377  -0.870178  -0.72
C  -5.535848  -3.888721  0.107345  -0.99
N  -5.102265  -3.473396  1.361849  0.60
C  -5.144133  -4.514896  2.407465  -0.94
C  -4.644409  -3.847783  3.702316  -0.38
O  -3.251237  -3.705661  3.540510  -0.30
C  -2.639321  -2.741304  4.370794  -0.37
H  -4.429099  -1.078791  -2.586352  0.57
H  -2.821106  -1.049806  -1.918270  -0.26
H  -4.226442  -0.301161  -1.091511  0.20
H  -5.901061  -3.085890  -1.828919  0.32
H  -6.003141  -1.892354  -0.565347  0.36
H  -4.884153  -4.705452  -0.289817  0.30
H  -6.530576  -4.200206  0.142691  0.48
H  -4.218746  -2.945869  1.333281  -0.41
H  -4.457526  -5.297733  2.086271  0.34
H  -6.146188  -4.957645  2.475994  0.43
H  -4.895056  -4.485745  4.555567  0.39
H  -5.128894  -2.866598  3.881896  0.21
H  -3.294543  -2.409652  5.171060  0.48
H  -2.272290  -1.894266  3.759076  -0.20
H  -1.681968  -3.229808  4.729380  0.19
C  -1.924107  2.935783  4.046152  -1.28
C  -2.820084  2.407825  3.000779  0.26
O  -2.488180  1.111413  2.642191  0.26
H  -2.214844  3.966675  4.423105  0.39
H  -0.907894  3.098280  3.706523  0.03
H  -1.863000  2.177049  4.878385  0.30
H  -2.736417  3.039394  2.118184  0.18
H  -3.880002  2.464750  3.375659  0.18
H  -2.403197  1.176138  1.674263  -0.04
C  -2.563203  -1.650189  -6.661972  -1.13
C  -1.513888  -0.543729  -6.396052  0.12
O  -0.958769  -0.694439  -5.131215  0.22
H  -3.418014  -1.421194  -7.314060  0.34
H  -3.029859  -1.820569  -5.626160  0.08
H  -2.040483  -2.495917  -7.113918  0.33
H  -2.040207  0.425770  -6.384598  0.39
H  -0.741329  -0.573971  -7.162374  0.03
H  -1.023611  0.001448  -4.477278  -0.38
C  -7.244261  -0.468991  1.812923  -1.40
C  -5.764426  0.121338  1.998776  0.80
O  -5.010163  -0.424982  3.075976  -0.58
H  -7.142754  -1.538007  1.533981  0.20
H  -7.799760  0.094327  1.082654  0.38
H  -7.798967  -0.396227  2.717819  0.44
H  -5.863939  1.223048  2.020158  0.41
H  -5.270864  0.004124  1.029877  -0.58
H  -4.105345  -0.009172  2.996048  0.28
C  0.618312  4.009059  -1.414758  -0.61
C  0.342402  3.862945  0.069535  0.85
O  1.081587  2.818429  0.740837  1.06
H  -0.167144  4.640178  -1.888515  0.38
H  0.541042  3.034464  -1.837198  -0.39
H  1.614712  4.427576  -1.576409  0.27
H  -0.737819  3.559674  0.144209  0.04
H  0.597997  4.753666  0.618344  -0.56
H  1.950670  3.133344  0.940753  -0.59

Atomic forces in eV per Å
0.4786 -0.0382 0.0842
-0.5197 -0.1163 -0.5777
-1.2882 1.9794 -0.3418
1.1387 -2.1461 1.0167
-0.0436 0.3527 -0.2171
0.2115 -0.6942 -0.5964
0.9792 -0.8346 1.5860
-1.4468 0.3740 0.7318
1.1440 -0.9220 0.8404
-0.4431 1.6961 -2.5647
0.4754 -0.6340 0.2465
0.0453 0.3168 -0.1174
-0.5246 0.7842 0.3035
-0.6681 -1.9137 1.6345
0.1428 1.4425 -0.4146
0.3255 -1.2412 0.4133
-0.2700 -1.2473 0.5684
1.2317 -0.8153 -0.9380
-1.2189 -0.3273 0.7360
0.6054 0.7739 1.6858
1.4987 -0.0795 -1.3171
0.2473 -0.2864 -0.8155
-0.3547 0.6725 -0.1441
0.1874 0.0815 -0.3596
0.6760 0.4579 -0.2536
0.6558 0.1827 -0.4946
-0.5368 0.2157 -0.5118
-0.0708 0.7295 -0.1154
0.1037 0.2855 0.3313
-1.1671 0.4339 0.3793
0.7454 -0.0655 -0.4673
0.6902 0.3038 -0.4595
-1.0063 0.3078 -0.6147
-0.2831 -0.5914 -0.4029
0.0400 0.1985 1.0856
-0.1960 0.1948 0.2707
-1.2567 0.3602 0.2388
0.5092 1.4312 0.1451
-1.0046 -1.2233 -0.5120
1.4188 0.6954 -1.6098
-0.5652 0.2019 1.5501
1.4921 0.5854 -1.2187
-2.0352 -0.1166 1.3753
0.1031 -0.2572 -0.4320
-0.5557 1.3492 -1.2796
3.1411 -0.5930 1.0255
0.2098 -0.6246 -0.1037
-0.2295 -0.7510 0.4104
0.3384 -0.0028 -0.1562
0.0211 1.0225 1.0247
0.1549 -0.5717 0.7705
-0.2011 0.0727 -0.3909
-0.1727 -0.1478 -0.8614
-1.0693 0.2746 0.1067
0.5261 -0.1504 -0.1690
0.1241 -0.3960 -0.1154
0.5833 -0.1068 0.0641
0.5247 -0.0192 0.9677
-0.6507 0.6541 0.2169
-2.0647 -0.2712 -1.0639
-0.4494 -0.9205 0.2094
-0.6137 2.1732 0.5490
3.4399 -0.2391 -0.6515
-1.0055 -0.8139 -1.1428
0.3579 2.0970 0.1341
-0.8948 -0.5849 -1.0913
1.0731 -0.5929 -0.6598
-1.3888 -0.5731 0.6095
-0.1736 0.0803 0.7231
-0.0653 -0.3043 -2.6003
-0.1256 0.2351 0.1088
-0.9747 -2.7400 0.3170
-0.5945 0.3231 -0.2599
0.1434 0.5407 0.2679
-0.0165 0.1010 0.6189
-0.8498 -0.6322 -1.1740
0.4533 -0.9640 0.7294
0.3615 0.3000 1.0277
-0.0123 -0.5168 0.5974
-0.1830 0.2980 0.0608
0.1146 0.8575 0.6930
0.9147 0.1865 -0.1999
-0.2545 -0.2523 0.0977
-0.6074 0.1355 0.2681
0.7313 0.9969 0.7575
-1.0933 0.7832 0.0205
0.8556 -0.1909 0.0169
-0.7441 0.5047 0.4231
-0.8839 0.5106 -0.0942
1.0043 -1.0849 0.5995
1.5153 -1.4615 -0.3228
-2.0919 1.1957 -0.9101
1.0313 -0.4795 -0.2023
-2.0266 0.0106 -0.0818
0.0171 -0.2457 -0.2306
0.4627 0.7696 0.4435
0.4851 -0.8928 0.2698
-0.2033 0.0879 -0.0685
0.1027 -0.7677 0.2588
-1.0350 -0.7570 0.4590
0.1528 0.6379 -0.4789
-0.4382 1.1400 -0.7577
0.1862 -0.0247 0.4472
0.6522 0.2468 -0.1227
0.4853 -0.4362 0.2926
0.5825 0.1896 -0.1997
0.8320 -0.2990 -0.2167
-0.1427 0.3368 0.6743
0.2264 0.2563 -0.1637
-1.1753 0.0433 0.9156
0.5481 -0.4151 -0.9191
-0.9800 -0.0276 -0.7604
2.2914 0.2440 -1.5507
-0.0745 0.5933 2.2921
0.6801 1.7303 -0.5676
-0.8051 -0.4378 -0.3163
0.0147 0.1345 0.0262
1.7278 -0.5717 -0.4790
-0.3314 -0.5126 -0.7351
0.8158 0.1059 0.0645
0.3910 0.2734 0.1595
0.9704 0.2970 0.2258
-0.4466 0.2845 0.4171
-0.4587 -0.0888 -0.0914
-1.7867 -0.7275 0.0086
-0.6185 -0.6590 0.1125
0.2045 -0.5658 0.4521
0.0833 0.3601 0.1287
0.2471 -0.1533 0.2234
0.1662 -0.3994 -0.4441
0.1269 0.0521 0.1790
-0.6998 -0.1229 0.4848
-1.0773 0.5611 0.2203
0.7648 0.7482 2.1684
-1.6174 1.3816 -0.0016
0.0836 -1.0299 -0.5409
-0.1231 -1.3575 -0.2058
0.3321 -0.2757 -0.3926
-0.1562 0.9995 -0.4579
-0.2883 0.2091 -0.1679
0.6996 -0.1187 -0.3934
0.1750 -0.6527 -0.5388
-0.3141 0.1318 1.4617
-1.8607 1.1119 0.0478
1.0035 -1.9378 -0.0548
0.4993 0.4614 -0.0447
0.7697 -0.4149 -1.5424
-0.3104 -0.4019 0.5474
0.2773 -0.1024 -0.5575
0.1431 0.1597 -0.1408
-0.3318 0.9104 0.5856
2.5661 -0.5925 0.3710
-1.6518 0.3945 -1.1858
0.4720 0.7280 -0.5056
-0.2338 0.6026 0.0786
0.1048 0.1870 -0.5642
-0.3682 -0.0182 0.9752
0.0475 -0.1988 0.7265
0.3113 -0.5485 0.0363
-0.9867 -0.4978 0.1099
-0.0657 0.8501 0.5309
-0.9162 -0.9976 0.1323
-1.4539 -0.7904 -0.7673
0.5924 -0.3417 0.3057
0.0324 -0.7430 -0.6914
-0.0271 -0.0498 -0.2464
0.9252 0.5482 0.3996
-0.5101 0.6915 0.0604
1.3633 0.4899 0.1969

Output
2S+1: 1
Total charge: -1
Electronic energy: -107890.2582 eV
Kohn-Sham gap: 5.851 eV

=====

# 2
Molecular formula: C3H5NO4
Method: DFT, the ωB97M-V functional and the def2-TZVPD basis

Each line ends with the Mulliken charge.
Atoms and positions in Å:
O  -1.811600  -1.998136  0.319245  -0.53
N  -0.692253  -2.259409  0.628513  1.07
O  -0.261060  -3.089289  1.389688  -0.55
O  0.295301  -1.417553  -0.006111  -0.29
C  -0.259531  -0.329936  -0.537110  -0.51
C  0.123250  0.913877  0.277535  0.26
C  1.066974  1.851264  -0.219184  -0.48
O  -0.324088  2.129100  -0.175019  -0.44
H  0.064479  -0.177813  -1.575682  0.34
H  -1.405656  -0.443606  -0.709530  0.32
H  0.144381  0.758136  1.354251  0.32
H  1.682120  2.447168  0.432118  0.26
H  1.377683  1.616198  -1.178714  0.24

Atomic forces in eV per Å
-0.5817 -1.0949 0.6321
0.0764 -0.2222 0.5921
-0.0891 1.0386 -1.1654
1.1027 -3.1679 1.5901
-2.7004 3.6639 -2.3144
-0.6032 -2.4150 1.2812
0.3195 0.7806 0.4189
-0.8907 1.0731 -0.3009
0.4276 -0.2244 0.1396
2.0676 0.4821 0.7431
-0.4380 -0.0672 0.1086
0.2016 0.0623 0.0742
1.1077 0.0909 -1.7992

Output
2S+1: 1
ΔE to the lowest compared entry with this formula, charge and spin: 158.51 kcal per mole
Electronic energy: -12866.0016 eV
Kohn-Sham gap: 10.809 eV
SMILES: O=[N+]([O-])OC[C@H]1CO1

=====

# 3
Molecular formula: C9H8N4O
Method: DFT, the ωB97M-V functional and the def2-TZVPD basis

Each line ends with the Mulliken charge.
Atoms and positions in Å:
C  0.374637  -1.342913  1.042045  -0.02
C  1.677901  -1.404099  1.054985  -0.37
C  -3.057429  -0.022391  0.150687  0.25
C  -5.032533  0.409998  -0.049363  0.57
C  1.718502  0.508678  -0.209359  -0.36
C  -0.304127  -0.335017  0.410824  0.22
C  2.519739  -0.479432  0.457647  0.71
C  4.567559  -0.266641  -0.895046  -1.20
C  3.978820  -0.642575  0.510238  -0.58
N  -3.770787  0.841191  -0.473801  -0.49
N  -5.076159  -0.659025  0.691729  -0.47
N  0.397743  0.567249  -0.144177  -0.41
N  -6.026805  1.253129  -0.320048  -0.39
O  -3.717450  -0.931566  0.815771  -0.11
H  2.103971  1.511178  -0.418541  0.32
H  4.549934  0.822934  -0.926933  0.30
H  3.881035  -0.673915  -1.580798  0.41
H  5.537896  -0.663511  -1.059339  0.37
H  4.348094  0.052671  1.231929  0.28
H  4.016355  -1.600570  0.903887  0.46
H  -5.652442  1.944027  -0.992023  0.26
H  -7.034460  1.110593  -0.200322  0.24

Atomic forces in eV per Å
3.4126 -0.5654 0.0831
-4.6325 0.7768 -0.4246
0.9954 -0.1706 -0.2231
0.1238 0.2031 0.3398
0.6784 1.2789 1.5427
-1.2058 -0.5032 0.3062
-1.8992 -0.2816 -0.0586
-0.5467 -0.0316 2.2108
-0.0377 2.3460 -1.6897
0.2563 -0.5877 0.6445
-0.5022 0.5648 -0.3746
-0.3996 0.0438 -0.5986
-0.9686 1.6368 -1.4259
1.6858 -1.2489 0.7340
0.6616 -0.6572 -0.7238
0.1949 -0.1229 -0.3730
-0.5710 -0.3290 -1.3143
0.9268 -0.1550 -0.1280
0.5567 0.3599 0.7155
1.3660 -1.9411 0.2336
-1.2128 -0.4480 0.6564
1.1175 -0.1678 -0.1323

Output
2S+1: 1
ΔE to the lowest compared entry with this formula, charge and spin: 224.67 kcal per mole
Electronic energy: -17460.4020 eV
Kohn-Sham gap (spin up / spin down): 7.784 / 7.646 eV

=====

# 4
Molecular formula: C3H4N4
Method: DFT, the ωB97M-V functional and the def2-TZVPD basis

Each line ends with the Mulliken charge.
Atoms and positions in Å:
H  -1.188139  -0.997351  2.019791  0.22
N  -0.182072  -1.511793  2.146393  -0.43
N  0.597869  -1.257290  1.231211  -0.09
C  0.346964  -0.253358  0.252823  0.50
C  0.798102  -0.541885  -1.032410  -0.31
N  0.290145  0.393364  -1.947987  -0.71
N  -0.351051  1.256178  -1.095376  0.26
C  -0.278681  0.944617  0.204821  -0.49
H  1.357964  -1.463441  -1.174131  0.42
H  -0.592893  2.032631  -1.572783  0.17
H  -0.798209  1.398327  0.967648  0.47

Atomic forces in eV per Å
2.2486 -0.6127 0.3053
-2.3563 0.7061 -0.6604
0.3447 0.8759 0.6793
0.9607 -1.8147 -0.0786
-1.4047 1.3715 -1.9397
1.3936 -2.0540 3.4322
1.7505 -2.9765 -0.2276
-0.5194 -0.6834 -0.8969
-0.1108 0.4484 -0.9167
-1.3622 3.3090 -1.0033
-0.9445 1.4302 1.3063

Output
2S+1: 1
ΔE to the lowest compared entry with this formula, charge and spin: 87.15 kcal per mole
Electronic energy: -9133.0782 eV
Kohn-Sham gap: 9.726 eV
SMILES: [H]/N=N\c1cn[nH]c1